# 1
Formula: C3H11N2
Source: the OMol25 dataset
Level of theory: ωB97M-V with the def2-TZVPD basis set

HOMO-LUMO gap (alpha / beta) in eV: 5.79 / 10.22
Total energy in Eh: -230.26560
Multiplicity: 2
Energy above the lowest of the compared OMol25 structures with the same formula, charge and spin in kJ/mol: 177.0
HOMO level (alpha / beta) in Eh: -0.1831 / -0.3464
Expectation value of S²: 0.753
Lowest unoccupied orbital energy (alpha / beta) in eV: 0.80 / 0.79

Cartesian coordinates (Å):
C (-1.75688, 2.11705, -0.10722)
N (-1.14288, 1.15887, 0.49901)
H (-1.73151, 3.18743, 0.25592)
H (-2.12186, 1.96142, -1.05383)
H (-0.99194, 1.23016, 1.53319)
H (-0.57253, 0.42129, -0.14871)
C (2.07276, -0.85479, 0.30427)
C (0.73125, -1.35526, 0.21212)
N (-0.08927, -0.85026, -0.92268)
H (2.04712, 0.19204, 0.36860)
H (2.54925, -0.94937, 1.41036)
H (2.68790, -1.31415, -0.51461)
H (0.67227, -2.38639, 0.12253)
H (0.19248, -1.32392, 1.17813)
H (0.50043, -1.22769, -1.79555)
H (-0.88937, -1.39305, -0.84536)

***

# 2
Formula: C2H5N2OP
Source: the OMol25 dataset
Level of theory: ωB97M-V with the def2-TZVPD basis set

HOMO-LUMO gap in eV: 9.47
Total energy in Eh: -605.15301
Multiplicity: 1
SMILES string: c1c[pH][nH][nH]o1
Energy above the lowest of the compared OMol25 structures with the same formula, charge and spin in kJ/mol: 418.3
HOMO level in Eh: -0.3161
Lowest unoccupied orbital energy in eV: 0.87

Cartesian coordinates (Å):
C (0.82416, -1.02789, 0.38253)
C (-0.49926, -1.25613, 0.35034)
N (0.65783, 1.32963, 0.50224)
N (-0.31269, 1.37406, -0.54414)
O (1.45942, 0.13788, 0.25237)
P (-1.65523, 0.18247, 0.26680)
H (1.72364, -1.63853, 0.46992)
H (-1.03310, -2.13981, 0.49426)
H (1.13039, 2.19212, 0.33357)
H (-0.07281, 0.96048, -1.45280)
H (-2.22236, -0.11429, -1.05510)

***

# 3
Formula: C24H44BN6O6S2
Source: the OMol25 dataset
Level of theory: ωB97M-V with the def2-TZVPD basis set

HOMO-LUMO gap in eV: 6.96
Total energy in Eh: -2541.99449
Multiplicity: 1
HOMO level in Eh: -0.1919
Net charge: -1
Lowest unoccupied orbital energy in eV: 1.74

Cartesian coordinates (Å):
C (-4.80118, 0.60607, -4.81383)
C (-4.85264, -0.54514, -5.61772)
S (-3.98835, -2.13599, -5.31649)
O (-5.03171, -3.07996, -4.73764)
O (-3.60509, -2.69931, -6.65206)
N (-2.74796, -2.05246, -4.16758)
S (-1.41107, -1.14746, -4.68519)
O (-1.13241, -1.15725, -6.16029)
O (-0.19806, -1.75354, -3.99900)
B (-1.43666, 0.65669, -4.13074)
O (-0.84587, 0.97901, -2.88233)
O (-1.97521, 1.71913, -4.90981)
C (-1.09248, 2.14269, -5.96526)
C (-1.90484, 3.25808, -6.79475)
H (-4.43229, 1.55826, -5.31501)
H (-5.02669, 0.66514, -3.71716)
H (-5.52510, -0.50201, -6.53166)
H (-1.42369, 0.76146, -2.11927)
H (-0.11028, 2.56453, -5.58989)
H (-0.83597, 1.33710, -6.71375)
H (-2.49527, 2.67372, -7.57449)
H (-2.65684, 3.79887, -6.13514)
H (-1.17992, 3.95727, -7.30172)
C (2.81413, -0.68219, -1.04903)
C (2.47869, 0.53214, -0.18908)
C (1.33936, 0.26586, 0.79707)
C (0.09903, -0.10022, 0.05009)
N (-0.85763, -0.39476, -0.53809)
H (1.96935, -0.97749, -1.67661)
H (3.64944, -0.45661, -1.71551)
H (3.09658, -1.53719, -0.42666)
H (2.21428, 1.36776, -0.84363)
H (3.37028, 0.83108, 0.37027)
H (1.14505, 1.15632, 1.39656)
H (1.60043, -0.54733, 1.47524)
C (-5.29199, 1.65643, -0.94815)
C (-4.67730, 2.78712, -0.13241)
C (-4.73101, 4.13847, -0.85020)
C (-3.97081, 4.06700, -2.13616)
N (-3.37979, 4.01135, -3.13604)
H (-4.74950, 1.49479, -1.88137)
H (-5.25751, 0.72049, -0.38709)
H (-6.33749, 1.86992, -1.18952)
H (-3.63898, 2.53274, 0.09962)
H (-5.20894, 2.86919, 0.82003)
H (-4.29117, 4.91555, -0.22115)
H (-5.76503, 4.42012, -1.06351)
C (0.24826, -3.12945, 3.84995)
C (0.66320, -2.66730, 5.24238)
C (0.39572, -1.17815, 5.47930)
C (1.17172, -0.36112, 4.49773)
N (1.77366, 0.27154, 3.72929)
H (0.81794, -2.61921, 3.06908)
H (0.42816, -4.19831, 3.73488)
H (-0.81597, -2.94248, 3.67850)
H (1.72124, -2.87840, 5.38437)
H (0.11618, -3.25034, 5.98849)
H (0.69536, -0.89611, 6.49108)
H (-0.66844, -0.95562, 5.36724)
C (3.91304, -7.43717, 2.54216)
C (3.84253, -6.14671, 1.73271)
C (4.28378, -4.91753, 2.53131)
C (3.39636, -4.73454, 3.72038)
N (2.70579, -4.59079, 4.64504)
H (3.23927, -7.41054, 3.40174)
H (3.61818, -8.28847, 1.92538)
H (4.92867, -7.61680, 2.90643)
H (2.81847, -6.00726, 1.37530)
H (4.48007, -6.24458, 0.85033)
H (4.22850, -4.02315, 1.90679)
H (5.31600, -5.02992, 2.87148)
C (3.02243, 3.15663, 3.16720)
C (3.43320, 3.62770, 4.55714)
C (3.15956, 5.11611, 4.78903)
C (3.93142, 5.93884, 3.80760)
N (4.53126, 6.57812, 3.04429)
H (3.59064, 3.66586, 2.38457)
H (3.20853, 2.08847, 3.06021)
H (1.95782, 3.33562, 2.99163)
H (4.49767, 3.42093, 4.70191)
H (2.88787, 3.04515, 5.30490)
H (3.45729, 5.40073, 5.80066)
H (2.09469, 5.33282, 4.67565)

***

# 4
Formula: C35H32N6O2PS2Se2Zn
Source: the OMol25 dataset
Level of theory: ωB97M-V with the def2-TZVPD basis set

HOMO-LUMO gap in eV: 5.93
Total energy in Eh: -9552.10670
Multiplicity: 1
Energy above the lowest of the compared OMol25 structures with the same formula, charge and spin in kJ/mol: 42.6
HOMO level in Eh: -0.1768
Net charge: -1
Lowest unoccupied orbital energy in eV: 1.12

Cartesian coordinates (Å):
Zn (-1.13092, -1.05640, -1.68665)
C (-1.29855, -4.14208, 1.52936)
C (-0.98011, -3.47558, 0.35303)
N (-1.36337, -2.22864, 0.15784)
C (-2.01642, -1.61145, 1.14089)
C (-2.35284, -2.29841, 2.29647)
N (-2.01135, -3.56837, 2.48942)
C (-2.32405, -0.17964, 0.91119)
C (-2.67616, 0.69067, 1.92748)
C (-2.81861, 2.03893, 1.64195)
C (-2.60111, 2.46774, 0.33849)
C (-2.25120, 1.53880, -0.62665)
N (-2.14193, 0.24489, -0.33596)
C (-1.93053, 1.89887, -2.03233)
C (-1.75617, 3.20181, -2.48741)
N (-1.53958, 3.47580, -3.76801)
C (-1.46724, 2.43850, -4.59940)
C (-1.56253, 1.13397, -4.14164)
N (-1.79082, 0.87364, -2.86581)
C (-3.15590, 3.00600, 2.71139)
C (-4.03147, 4.06197, 2.48208)
C (-4.31461, 4.93696, 3.51807)
N (-3.78990, 4.83197, 4.73875)
C (-2.94477, 3.82222, 4.94871)
C (-2.59916, 2.89310, 3.98045)
H (-0.97425, -5.16246, 1.69356)
H (-0.42176, -3.95440, -0.43987)
H (-2.92872, -1.82852, 3.08586)
H (-2.80784, 0.33090, 2.93796)
H (-2.65791, 3.51925, 0.09424)
H (-1.77391, 4.04669, -1.80763)
H (-1.31363, 2.65935, -5.64867)
H (-1.45374, 0.28199, -4.80149)
H (-4.50439, 4.18670, 1.51593)
H (-4.99999, 5.76457, 3.36425)
H (-2.52002, 3.75846, 5.94516)
H (-1.87884, 2.11408, 4.20057)
O (1.79716, -4.25523, -3.24929)
C (0.39676, -4.08575, -3.41316)
C (0.03003, -3.12688, -4.54634)
C (0.45218, -3.81665, -5.85572)
O (0.23426, -3.02938, -7.02911)
C (0.80850, -1.80569, -4.45242)
Se (1.09788, -0.98837, -2.66549)
C (-1.49221, -2.90329, -4.62361)
Se (-2.55825, -2.67981, -2.96500)
H (2.13043, -3.41708, -2.89192)
H (-0.06102, -3.72037, -2.49805)
H (-0.02371, -5.07243, -3.62909)
H (-0.08285, -4.77208, -5.93798)
H (1.52086, -4.02687, -5.82211)
H (-0.69548, -2.78278, -7.04424)
H (0.34032, -1.05445, -5.08454)
H (1.81778, -1.95365, -4.83334)
H (-1.96297, -3.75801, -5.11497)
H (-1.70143, -2.01850, -5.22729)
S (1.34592, -1.87953, 2.61710)
P (1.86169, -0.11160, 1.89994)
S (0.72970, 0.78927, 0.52555)
C (3.59309, -0.18801, 1.29355)
C (4.53697, -0.91887, 2.01332)
C (5.85215, -0.98304, 1.57645)
C (6.23111, -0.32603, 0.41206)
C (5.29143, 0.39090, -0.31371)
C (3.97293, 0.45966, 0.12400)
C (2.00018, 1.06386, 3.32597)
C (2.30643, 0.58300, 4.59740)
C (2.37600, 1.45065, 5.68116)
C (2.13324, 2.80650, 5.50672)
C (1.81851, 3.29166, 4.24422)
C (1.75223, 2.42464, 3.15877)
H (4.22405, -1.45249, 2.90298)
H (6.58086, -1.55350, 2.14064)
H (7.25679, -0.38351, 0.06688)
H (5.58130, 0.89493, -1.22792)
H (3.22621, 0.99642, -0.44764)
H (2.46107, -0.48086, 4.72935)
H (2.60870, 1.06247, 6.66677)
H (2.18711, 3.48247, 6.35275)
H (1.61673, 4.34777, 4.10278)
H (1.49163, 2.78864, 2.17306)

***

# 5
Formula: C2H5O2PS2
Source: the OMol25 dataset
Level of theory: ωB97M-V with the def2-TZVPD basis set

HOMO-LUMO gap in eV: 8.31
Total energy in Eh: -1367.40075
Multiplicity: 1
SMILES string: C=CO[P@](O)(=S)S
Energy above the lowest of the compared OMol25 structures with the same formula, charge and spin in kJ/mol: 151.5
HOMO level in Eh: -0.3212
Lowest unoccupied orbital energy in eV: -0.44

Cartesian coordinates (Å):
C (-0.38387, 1.77827, 1.13403)
C (0.30192, 0.66231, 1.54987)
O (-0.00869, -2.50605, -0.78221)
O (0.24712, -0.61560, 1.04824)
P (0.28284, -0.97232, -0.96463)
S (1.98466, -0.47055, -1.70037)
S (-1.52980, -0.14057, -1.81772)
H (-0.30053, 2.58744, 1.85515)
H (-0.92029, 1.64424, 0.23804)
H (0.67885, 0.79790, 2.62244)
H (0.59315, -2.88241, -0.13388)
H (-0.94537, 0.11733, -3.04896)

***

# 6
Formula: C5H4BrNO3
Source: the OMol25 dataset
Level of theory: ωB97M-V with the def2-TZVPD basis set

HOMO-LUMO gap in eV: 6.83
Total energy in Eh: -3047.18493
Multiplicity: 1
SMILES string: O=C=C(Br)CCC(=O)N=O
Energy above the lowest of the compared OMol25 structures with the same formula, charge and spin in kJ/mol: 228.1
HOMO level in Eh: -0.3423
Lowest unoccupied orbital energy in eV: -2.48

Cartesian coordinates (Å):
C (-0.77098, 1.44414, 0.18381)
C (1.03363, -1.71574, -0.60495)
C (-2.05203, 1.40671, 0.07536)
C (1.11048, -0.13509, -0.24476)
C (0.07801, 0.34136, 0.73894)
N (-0.11499, -2.17658, -0.39196)
O (-3.15194, 1.34448, -0.18767)
O (-1.01557, -1.91730, 0.44920)
O (1.94818, -2.03916, -1.32161)
Br (0.07362, 3.14055, -0.24104)
H (2.04226, -0.07454, 0.36284)
H (1.03087, 0.40879, -1.26718)
H (0.53742, 0.41661, 1.61736)
H (-0.74895, -0.44422, 0.83166)